1) Entry from OMol25: a molecular structure, C2H4O3S (the ωB97M-V functional and the def2-TZVPD basis).

Structure (ORCA input):
```
! wB97M-V def2-TZVPD RIJCOSX def2/J DEFGRID3
* xyz 0 1
C -0.92665 -1.21417 1.47518
C 0.45908 1.17820 -0.29167
O 0.05854 -1.01349 -1.79620
O -0.37658 -1.67479 0.44805
O -0.89890 0.72477 -0.17186
S -0.97095 -0.81131 -0.86142
H 0.04238 -1.11281 2.27133
H 0.99777 1.22975 0.62232
H 0.62806 2.20985 -0.74615
H 0.98725 0.48400 -0.94958
*
```

Quick look at the Mulliken charges, all values in e:
1 C -0.24
2 C -0.66
3 O -0.46
4 O -0.06
5 O -0.28
6 S 0.70
7 H 0.10
8 H 0.28
9 H 0.27
10 H 0.35

---

2) Entry from OMol25: 2 unconnected molecules or ions with the total composition C2H4O3S (the ωB97M-V functional and the def2-TZVPD basis).

Structure (ORCA input):
```
! wB97M-V def2-TZVPD RIJCOSX def2/J DEFGRID3
* xyz 0 1
C 0.42452 0.61142 -1.35846
C 0.12198 -0.39481 -0.60340
O -0.93086 1.11407 2.02390
O -1.77387 -1.00267 1.07137
O 0.93207 -0.85217 0.41741
S -0.90442 -0.28936 2.01857
H 1.20968 1.33005 -1.00249
H -0.00191 0.80804 -2.31540
H -0.67235 -1.18326 -0.80223
H 1.59517 -0.14131 0.55072
*
```

Quick look at the Mulliken charges, all values in e:
1 C -0.77
2 C 0.28
3 O -0.37
4 O -0.44
5 O -0.47
6 S 0.76
7 H 0.14
8 H 0.27
9 H 0.32
10 H 0.28

---

Energies, relative to the best one, in kJ/mol: 1) 363.5; 2) 0.0.

---

1) Entry from OMol25: a molecular structure, C38H51BrCsN10O2 (the ωB97M-V functional and the def2-TZVPD basis).

Structure (ORCA input):
```
! wB97M-V def2-TZVPD RIJCOSX def2/J DEFGRID3
* xyz -1 1
Cs 0.06341 -0.49436 -0.26119
O 0.94287 -4.50356 -1.17750
C -0.04995 -5.41167 -0.98580
C 0.16028 -6.75585 -1.28044
C -0.83521 -7.69780 -1.07177
C -2.05299 -7.30279 -0.54778
C -2.25382 -5.95999 -0.25372
C -1.28422 -4.99162 -0.47370
C -1.60231 -3.52053 -0.15130
O -0.63570 -2.78631 0.30559
N -2.21216 -2.98746 -1.47272
N -2.41008 -1.67386 -1.54575
C -3.45646 -1.21045 -2.12181
C -3.69418 0.20754 -2.30756
Br -2.16680 1.32084 -2.11525
C -4.92495 0.64860 -2.64471
C -5.50021 1.96107 -2.89146
C -4.87220 3.19459 -2.66192
C -5.53035 4.38573 -2.91598
C -6.82854 4.39506 -3.40304
C -7.47060 3.18618 -3.63288
C -6.81873 1.99457 -3.37877
H 1.57172 -4.83708 -1.82588
H 1.12523 -7.06106 -1.67300
H -0.64847 -8.73777 -1.31044
H -2.83644 -8.02776 -0.36467
H -3.20193 -5.64063 0.16792
H -2.50205 -3.56230 0.53006
H -3.02809 -3.54145 -1.74754
H -4.24417 -1.87150 -2.50109
H -5.65006 -0.15317 -2.76041
H -3.86471 3.22471 -2.28284
H -5.01718 5.32177 -2.73059
H -7.33447 5.33194 -3.59833
H -8.48493 3.17294 -4.01220
H -7.33261 1.05770 -3.55929
C 4.63702 2.25013 3.24735
N 3.61653 1.39532 3.81678
C 4.14507 0.37271 4.71259
C 2.98573 -0.60109 4.82354
N 2.37629 -0.46904 3.52058
C 1.08732 -1.08522 3.31779
C 2.60390 0.81313 3.02801
N 1.91989 1.27172 2.06943
C 2.07678 2.58669 1.50444
C 1.02168 2.81337 0.42011
N -0.32002 2.73369 0.94087
C -1.11684 3.71384 1.00334
N -2.42091 3.56659 1.48369
C -3.00989 2.24904 1.55138
C -3.22551 4.63912 0.93801
C -2.20814 5.76602 0.87535
N -0.96628 5.05530 0.61437
C 0.26254 5.78372 0.87352
H 5.24563 2.63773 4.06621
H 4.20077 3.09485 2.72473
H 5.29821 1.70823 2.55768
H 4.43535 0.80736 5.67069
H 5.02335 -0.11973 4.27075
H 2.29117 -0.29462 5.62204
H 3.30484 -1.62664 5.01768
H 1.16929 -2.17020 3.37791
H 0.72656 -0.81770 2.33041
H 0.35677 -0.73787 4.06149
H 3.05187 2.70323 1.01221
H 1.99363 3.36154 2.28356
H 1.15464 1.99760 -0.29850
H 1.24204 3.73407 -0.13074
H -2.27139 1.56113 1.95528
H -3.32461 1.88421 0.56691
H -3.87653 2.28570 2.21303
H -4.07654 4.86979 1.58013
H -3.60148 4.39081 -0.06563
H -2.16254 6.29090 1.84113
H -2.42313 6.49617 0.09254
H 0.02336 6.74898 1.32605
H 0.82295 5.97096 -0.04466
H 0.90304 5.23821 1.56704
C 3.15955 -1.42609 -4.53739
C 2.31647 -1.23983 -3.26171
C 1.08118 -2.13652 -3.33231
C 1.91266 0.19616 -2.97725
H 3.47942 -2.47179 -4.67356
H 4.04829 -0.79363 -4.49955
H 2.58218 -1.12725 -5.41740
H 2.93271 -1.60207 -2.42117
H 0.34400 -1.69577 -4.01215
H 0.61395 -2.23768 -2.35336
H 1.29874 -3.15070 -3.69442
H 1.35775 0.59026 -3.84807
H 2.81595 0.82141 -2.87335
N 6.29682 -4.10279 3.94630
C 5.69228 -3.49243 3.18134
C 4.94599 -2.73697 2.23380
C 5.43446 -1.51272 1.76393
C 4.65684 -0.80579 0.86733
N 3.47194 -1.21674 0.43343
C 3.01919 -2.38762 0.86796
C 3.71216 -3.18809 1.76373
H 6.39316 -1.13738 2.09567
H 4.99340 0.15076 0.47952
H 2.05172 -2.71042 0.49265
H 3.29785 -4.13029 2.09464
*
```

Here are the Mulliken charges for atoms 1 to 99, given in e:
1 Cs 1.43
2 O 0.02
3 C 0.99
4 C -0.77
5 C -0.49
6 C -0.71
7 C -0.70
8 C -0.01
9 C -0.25
10 O -0.89
11 N -0.26
12 N 0.16
13 C -0.88
14 C 0.88
15 Br -0.09
16 C -0.84
17 C 0.93
18 C -0.17
19 C -0.76
20 C -0.40
21 C -0.54
22 C -0.62
23 H 0.18
24 H 0.37
25 H 0.37
26 H 0.38
27 H 0.36
28 H 0.07
29 H 0.34
30 H 0.17
31 H 0.19
32 H 0.26
33 H 0.39
34 H 0.37
35 H 0.35
36 H 0.32
37 C -0.87
38 N 0.03
39 C -0.57
40 C -0.77
41 N 0.76
42 C -1.49
43 C -0.31
44 N 0.10
45 C -0.83
46 C -0.38
47 N 0.00
48 C 0.26
49 N -0.09
50 C -0.70
51 C -0.17
52 C -0.81
53 N 0.11
54 C -1.00
55 H 0.36
56 H 0.32
57 H 0.22
58 H 0.39
59 H 0.23
60 H 0.32
61 H 0.38
62 H 0.33
63 H 0.17
64 H 0.33
65 H 0.43
66 H 0.51
67 H -0.60
68 H 0.48
69 H 0.30
70 H 0.19
71 H 0.27
72 H 0.43
73 H -0.15
74 H 0.42
75 H 0.36
76 H 0.42
77 H 0.28
78 H 0.25
79 C -1.82
80 C 2.05
81 C -0.79
82 C -1.29
83 H 0.36
84 H 0.42
85 H 0.31
86 H -0.50
87 H 0.27
88 H -0.22
89 H 0.27
90 H -0.04
91 H 0.08
92 N -0.56
93 C -0.11
94 C 0.66
95 C -0.32
96 C -0.78
97 N 0.07
98 C -0.57
99 C -0.76

---

2) Entry from OMol25: a molecular structure, C38H51BrCsN10O2 (the ωB97M-V functional and the def2-TZVPD basis).

Structure (ORCA input):
```
! wB97M-V def2-TZVPD RIJCOSX def2/J DEFGRID3
* xyz -1 1
Cs 0.01916 0.11532 -0.76576
O -3.02293 -0.57637 2.79708
C -3.42383 -1.78918 2.99057
C -4.05877 -2.18544 4.19841
C -4.48710 -3.47813 4.41038
C -4.32730 -4.46206 3.43784
C -3.71806 -4.10225 2.24323
C -3.26404 -2.81443 2.00763
C -2.56866 -2.49737 0.69856
O -2.62509 -1.14432 0.36652
N -1.18331 -2.97716 0.84137
N -0.36766 -3.01808 -0.21163
C 0.75107 -3.62796 -0.10272
C 1.78870 -3.59396 -1.12831
Br 1.47249 -2.51342 -2.64672
C 2.93777 -4.25902 -0.95735
C 4.16329 -4.21395 -1.76439
C 4.85109 -5.39671 -2.03666
C 6.03000 -5.37873 -2.76508
C 6.54823 -4.17248 -3.21395
C 5.88667 -2.98802 -2.92114
C 4.70316 -3.00242 -2.20055
H -2.70983 -0.67915 1.26727
H -4.19841 -1.42151 4.95501
H -4.96430 -3.72826 5.35251
H -4.67571 -5.47280 3.60268
H -3.59046 -4.84585 1.46012
H -3.03006 -3.05341 -0.12853
H -0.97842 -3.55243 1.65113
H 1.02025 -4.14750 0.82239
H 2.97800 -4.89170 -0.07457
H 4.45034 -6.33841 -1.68034
H 6.54584 -6.30707 -2.97665
H 7.47268 -4.15265 -3.77717
H 6.29673 -2.03882 -3.24221
H 4.21421 -2.07029 -1.94999
C -5.06912 3.11192 0.21376
N -4.64595 2.63091 -1.08055
C -5.57489 2.77823 -2.18219
C -4.74759 2.28254 -3.35696
N -3.41651 2.67618 -2.95465
C -2.29168 2.17535 -3.70252
C -3.33854 2.68259 -1.55700
N -2.21321 2.67820 -0.97427
C -2.03289 2.70284 0.46248
C -0.53105 2.81702 0.79217
N -0.10033 1.83684 1.76118
C -0.47337 1.81923 2.97753
N -0.10060 0.79479 3.83194
C 0.31363 -0.47813 3.28332
C -1.01644 0.76707 4.95893
C -1.37046 2.23851 5.08078
N -1.29424 2.69683 3.70216
C -1.20996 4.12832 3.54483
H -6.11894 2.84604 0.34412
H -4.97858 4.20224 0.30845
H -4.51294 2.63375 1.01375
H -5.87648 3.82688 -2.32229
H -6.47087 2.17830 -2.01335
H -5.03143 2.74983 -4.30146
H -4.83404 1.19105 -3.46405
H -2.36957 2.50005 -4.74157
H -2.23884 1.07682 -3.67911
H -1.37604 2.56976 -3.27086
H -2.40581 1.77671 0.91718
H -2.57382 3.52712 0.93961
H -0.24751 3.84416 1.04770
H 0.01186 2.60425 -0.13113
H 0.98022 -0.32280 2.43938
H -0.55206 -1.06247 2.95563
H 0.86169 -1.03032 4.04930
H -0.52376 0.38110 5.85340
H -1.89704 0.16157 4.71916
H -0.63570 2.76933 5.70539
H -2.36794 2.40534 5.49092
H -1.94954 4.58745 4.20330
H -1.44145 4.44135 2.53150
H -0.22065 4.52222 3.81645
C 5.13164 0.46065 1.39663
C 3.67721 0.15468 0.99666
C 3.42306 -1.33929 1.20318
C 3.28136 0.58600 -0.40163
H 5.36315 0.16742 2.42796
H 5.33647 1.52789 1.28885
H 5.81808 -0.07118 0.72915
H 3.03891 0.69515 1.71337
H 4.04489 -1.92162 0.51481
H 2.38354 -1.59580 0.98574
H 3.65755 -1.67274 2.21967
H 3.95578 0.11130 -1.14148
H 3.42992 1.67656 -0.49732
N 4.27028 4.38947 -6.66881
C 3.63452 3.67977 -6.02522
C 2.83276 2.79129 -5.22726
C 1.67248 2.23497 -5.76351
C 0.94053 1.39030 -4.94776
N 1.29264 1.09330 -3.70045
C 2.40778 1.61670 -3.19465
C 3.21386 2.48426 -3.92644
H 1.35843 2.45427 -6.77360
H 0.02789 0.93506 -5.31744
H 2.64327 1.31274 -2.17519
H 4.11068 2.89581 -3.48659
*
```

Here are the Mulliken charges for atoms 1 to 99, given in e:
1 Cs 1.12
2 O -0.67
3 C 0.58
4 C -0.84
5 C -0.46
6 C -0.79
7 C -0.22
8 C -0.02
9 C -0.66
10 O -0.32
11 N 0.61
12 N -0.71
13 C -0.67
14 C 1.02
15 Br -0.03
16 C -0.89
17 C 0.23
18 C -0.48
19 C -0.55
20 C -0.39
21 C -0.86
22 C 0.32
23 H 0.21
24 H 0.39
25 H 0.36
26 H 0.37
27 H 0.38
28 H 0.35
29 H 0.47
30 H 0.23
31 H 0.35
32 H 0.41
33 H 0.36
34 H 0.37
35 H 0.43
36 H 0.08
37 C -0.92
38 N 0.25
39 C -0.70
40 C -0.64
41 N 0.04
42 C -1.00
43 C 0.25
44 N -0.33
45 C 0.34
46 C -2.94
47 N 0.16
48 C -0.05
49 N 0.09
50 C 0.03
51 C -0.07
52 C -0.82
53 N 0.28
54 C -1.10
55 H 0.36
56 H 0.32
57 H 0.21
58 H 0.35
59 H 0.37
60 H 0.35
61 H 0.32
62 H 0.34
63 H 0.31
64 H 0.39
65 H 0.17
66 H 0.33
67 H 0.14
68 H 1.05
69 H -0.56
70 H -0.05
71 H 0.39
72 H 0.41
73 H -0.21
74 H 0.38
75 H 0.41
76 H 0.37
77 H 0.29
78 H 0.33
79 C -1.84
80 C 1.59
81 C -1.05
82 C -0.67
83 H 0.43
84 H 0.41
85 H 0.29
86 H -0.17
87 H 0.39
88 H -0.09
89 H 0.45
90 H -0.39
91 H 0.04
92 N -0.51
93 C -0.07
94 C 0.62
95 C -0.47
96 C -0.72
97 N -0.06
98 C 0.80
99 C -0.55

---

Energies, relative to the best one, in kJ/mol: 1) 185.1; 2) 0.0.